{"formula": "C23H49Cl2N3O24", "method": "ωB97M-V/def2-TZVPD", "max_force_ev_per_a": 5.32, "multiplicity": 2, "e_homo_ev": [-12.6, -12.6], "e_lumo_ev": [-4.89, -9.90], "charge": 1, "symbols": ["C", "H", "C", "H", "H", "C", "H", "O", "O", "O", "C", "O", "N", "H", "C", "H", "O", "H", "C", "C", "H", "H", "C", "H", "O", "H", "O", "C", "O", "H", "H", "H", "O", "H", "O", "C", "H", "O", "C", "H", "O", "H", "C", "O", "O", "H", "N", "C", "H", "O", "H", "H", "C", "Cl", "C", "O", "Cl", "H", "H", "C", "O", "O", "C", "H", "H", "O", "O", "O", "C", "C", "N", "H", "H", "C", "H", "C", "O", "H", "H", "C", "H", "O", "H", "H", "H", "H", "H", "H", "H", "H", "C", "H", "H", "H", "O", "H", "H", "H", "H", "H", "H"], "positions_angstrom": [[20.78844, -3.78773, -0.14881], [16.63028, -11.61341, 1.00560], [15.39199, -9.18407, -0.14911], [22.00199, -9.91504, 2.32876], [17.44801, -11.23868, 2.54900], [21.35304, -4.49608, -4.96030], [17.11538, -3.96169, -7.58808], [19.84640, -8.37119, 4.67256], [21.48779, -4.14553, -7.64630], [17.99208, -5.66706, -6.65512], [22.13854, -5.03880, -7.13537], [17.73473, -2.26282, -3.27842], [17.20648, -4.13584, -0.19696], [24.02231, -0.79287, -2.31689], [21.53283, -6.54207, 2.04916], [12.49068, -9.99126, 4.51656], [13.84971, -9.82617, 2.97229], [22.39250, -6.89340, 1.47850], [16.94655, -6.20579, -6.14328], [19.14361, -7.59215, -2.76938], [18.75912, -9.45274, -4.93028], [20.46646, -6.45657, -1.49025], [16.48711, -8.26312, -4.88922], [16.96888, -8.79483, -4.06869], [19.08821, -12.41836, -3.79462], [15.99052, -8.30197, 0.07840], [14.67357, -9.77816, 1.02968], [21.79316, -9.73169, 1.27478], [17.44619, -11.02722, -3.42932], [13.23843, -8.42656, 4.43348], [16.09248, -9.90256, -0.57476], [20.55143, -8.27712, -1.42840], [17.76268, -4.79502, -1.08429], [18.50867, -5.05614, 1.37721], [21.01775, -3.18065, -1.45625], [19.91261, -7.39527, -1.47683], [18.35515, -6.88069, -3.01492], [16.29620, -3.34607, -0.36116], [23.25499, -0.92277, -3.08005], [20.71617, -6.48808, 1.32925], [22.07609, -1.64762, -2.65114], [24.33170, -6.34668, -9.11895], [18.93326, -10.49997, -5.17744], [23.16505, -2.55031, -0.80227], [18.57080, -11.19861, 0.85136], [24.04324, -4.68105, -8.84846], [17.14419, -3.29971, -3.57788], [19.63186, -10.73142, 1.57907], [18.21986, -10.80666, -5.94236], [19.79107, -10.75278, 2.78134], [18.75604, -4.46439, -7.73554], [23.09952, -0.00827, -3.65246], [23.53952, -5.64766, -8.85077], [18.86990, -7.54327, -0.09127], [14.18247, -8.98182, 1.97795], [22.19191, -5.21878, -5.73027], [20.32743, -7.41957, -4.13977], [15.24784, -3.57077, -4.55908], [21.56786, -5.58685, 2.57301], [22.16114, -2.47383, -1.60217], [14.11506, -7.74530, 1.93628], [15.74670, -5.92721, -6.37567], [15.61771, -3.33021, -3.56238], [19.76516, -4.11552, 0.03439], [18.26577, -7.60524, 5.75663], [17.70150, -4.38687, -3.78116], [17.39740, -7.21242, -5.36079], [21.15455, -7.51139, 3.10397], [18.56666, -8.54226, 5.28807], [13.42058, -9.48631, 4.25498], [18.47469, -11.32395, -3.96793], [18.62395, -9.48017, 5.84047], [17.51459, -5.43992, -8.64397], [17.73405, -4.84267, -7.75897], [23.75098, -1.43190, -3.90642], [17.54755, -4.56531, 1.22413], [20.55369, -10.29980, 0.75573], [21.79404, -8.65933, 1.07947], [17.87076, -8.73153, 4.47076], [17.53485, -11.76015, 1.59579], [15.45661, -4.07226, -2.78038], [22.96541, -5.88156, -7.59486], [16.38565, -9.00642, -5.67999], [15.51225, -7.91762, -4.54516], [20.32002, -4.53918, -5.30543], [22.60236, -10.06568, 0.62537], [16.86679, -5.35797, 1.53454], [21.63552, -3.44358, -4.98384], [21.39408, -5.02519, -4.00821], [14.65366, -9.03468, -0.93692], [19.94621, -7.45914, 3.67174], [17.58480, -12.84901, 1.59203], [21.36828, -4.71069, -0.14223], [17.37062, -3.66697, 1.81554], [19.06404, -6.71442, 3.29206], [19.99498, -10.71823, -5.29235], [15.31460, -2.36105, -3.16620], [22.76762, -5.71732, -9.61720], [18.66587, -8.56908, -2.69546], [21.05149, -3.04970, 0.60896], [14.21206, -9.78321, 4.94310]], "forces_ev_per_angstrom": [[1.01, 0.19, -0.58], [-0.09, 0.47, 0.14], [-0.93, -0.54, 0.51], [-0.40, -0.23, -0.24], [-0.07, -0.62, 0.14], [-1.68, 1.17, 0.91], [-0.57, -0.58, 0.15], [1.31, 1.17, -1.26], [0.76, -1.44, 0.09], [-0.22, -0.13, 0.59], [-1.65, 2.88, 3.48], [-0.82, -1.62, -0.62], [-1.73, -0.51, 1.55], [-0.57, 0.02, 0.28], [-2.02, -0.27, 1.13], [0.16, -0.28, -0.32], [0.09, 0.02, -1.54], [0.29, 0.20, 0.92], [-4.14, -1.59, 0.50], [-0.14, 0.18, -0.63], [0.17, -0.20, -0.16], [0.03, -0.13, 0.38], [0.26, 0.33, -0.32], [0.09, 0.44, -0.04], [-1.28, 3.00, -0.05], [-0.59, 0.13, 0.36], [1.43, 0.49, -1.68], [0.11, 0.22, -0.69], [-0.43, 0.59, 0.80], [0.13, 0.17, -0.51], [-0.16, -0.52, 0.65], [0.47, 0.21, 0.28], [0.14, -0.01, -0.71], [0.22, 0.59, -0.54], [-0.51, 0.38, 0.04], [0.32, -0.14, -1.29], [0.18, 0.28, 0.42], [1.88, -0.95, -0.31], [1.37, -0.50, -0.81], [-0.09, 0.04, 0.13], [-0.09, -0.20, 0.16], [-0.34, -0.48, 0.72], [-0.25, -0.04, 1.55], [-4.21, 0.10, -3.24], [2.30, 1.24, 0.11], [-0.39, 0.23, -0.12], [0.25, 0.78, 0.45], [-0.11, -0.99, 1.21], [0.56, -0.09, -0.26], [-1.07, -0.05, -0.73], [0.02, 0.64, -1.63], [-1.30, 0.38, 1.01], [0.29, 0.57, -1.64], [-0.71, 0.47, 0.44], [0.19, 1.95, 0.48], [1.40, -1.80, -3.74], [-0.52, -0.58, 0.86], [0.07, -0.18, 0.25], [0.73, 0.08, -0.44], [3.90, 0.32, 3.07], [0.09, -2.73, 0.35], [3.28, -0.68, 0.87], [1.08, 0.51, 0.72], [-0.01, 0.59, -0.93], [0.02, -0.45, 0.59], [-0.11, 0.71, 0.26], [-0.99, -0.60, 0.77], [0.86, -0.26, -0.18], [-0.34, 0.03, -1.54], [-0.16, 0.99, 1.31], [1.83, -3.37, -1.48], [0.12, 0.62, 0.51], [-0.23, 0.28, 0.12], [2.33, 1.52, -0.49], [-0.06, -1.08, 0.27], [-0.20, 0.25, 0.61], [1.04, 0.80, -1.21], [-0.51, -0.23, 0.22], [-0.32, 0.05, 0.05], [-1.67, -0.33, -0.20], [-0.50, -0.22, -0.50], [1.62, -2.14, -0.46], [-0.28, 0.22, -0.13], [0.13, 0.35, -0.33], [-0.20, -0.08, -0.08], [-0.18, -0.66, 0.17], [-0.63, 0.19, -0.43], [0.04, 0.10, 0.63], [-0.01, 0.89, 0.33], [-0.04, 0.49, 0.24], [-0.40, -0.43, 0.15], [0.61, 0.01, 0.78], [0.43, 0.27, 0.54], [0.20, -0.17, 0.04], [-0.05, -0.11, 0.17], [-0.39, -0.08, -0.49], [-0.07, -0.07, -0.42], [0.11, 0.31, -0.09], [0.29, -0.22, -0.55], [0.32, -0.43, 0.13], [-0.12, -0.15, 0.08]], "lowdin_charge": [-0.015, 0.078, 0.009, 0.110, 0.101, -0.159, 0.106, -0.013, 0.129, -0.002, -0.564, 0.128, -0.312, 0.096, -0.017, 0.099, -0.005, 0.098, -0.613, -0.574, 0.015, 0.074, -0.015, 0.040, 0.045, 0.054, -0.011, 0.005, 0.051, 0.096, 0.075, 0.089, 0.143, 0.053, -0.019, -0.604, 0.053, 0.174, -0.023, 0.010, 0.004, 0.101, 0.055, 0.048, -0.015, 0.108, -0.367, -0.592, 0.111, 0.125, 0.090, 0.095, -0.025, 0.860, -0.559, -0.053, 0.720, 0.107, 0.111, -0.512, 0.080, 0.081, 0.087, 0.039, 0.102, 0.077, -0.065, -0.025, -0.022, -0.054, -0.407, 0.108, 0.117, -0.022, 0.089, 0.076, -0.009, 0.042, 0.083, -0.051, 0.087, 0.041, 0.101, 0.102, 0.076, 0.104, 0.120, 0.101, 0.053, 0.096, -0.575, 0.108, 0.081, 0.125, 0.077, 0.103, 0.103, 0.105, 0.061, 0.114, 0.095]}

---

{"formula": "C23H49F6N3O17S2V", "method": "ωB97M-V/def2-TZVPD", "max_force_ev_per_a": 6.73, "e_homo_ev": -6.0, "relative_energy_ev": 3.660, "e_lumo_ev": -0.37, "charge": -1, "symbols": ["H", "H", "C", "H", "H", "H", "C", "H", "H", "C", "C", "H", "C", "H", "O", "H", "H", "H", "O", "C", "O", "F", "O", "O", "H", "C", "H", "H", "S", "O", "H", "N", "H", "H", "C", "O", "C", "O", "H", "C", "H", "H", "F", "H", "H", "H", "H", "F", "H", "H", "H", "O", "C", "O", "S", "V", "H", "H", "H", "F", "C", "H", "H", "F", "C", "C", "H", "H", "H", "F", "C", "H", "O", "C", "H", "O", "C", "N", "O", "H", "H", "H", "H", "H", "C", "H", "O", "C", "C", "H", "C", "N", "O", "O", "C", "O", "C", "H", "H", "H", "H"], "positions_angstrom": [[-1.92204, 7.00159, -2.60076], [2.73168, -1.41341, 6.53963], [-3.63464, -1.52209, -6.70190], [4.76912, -0.53989, 3.65210], [-1.53830, -0.98943, 2.29026], [-0.59873, 5.52862, 1.22904], [-1.01329, -2.20674, 0.33628], [4.95701, -0.72924, 5.27756], [2.77916, -1.23169, -1.08704], [-2.94586, -0.54567, -5.65893], [-2.04790, 5.38860, -5.30916], [-3.42815, 3.87104, -4.60447], [3.64943, 2.86324, 1.19539], [2.20723, -4.73457, -1.73800], [3.12913, -1.49045, 4.41404], [-3.63949, 7.20885, -2.84181], [-1.81309, 6.60808, 1.43121], [-4.72375, -1.51177, -6.74482], [0.52381, 4.45099, -1.85338], [-0.37093, -1.75511, 3.99746], [-3.63850, 2.29805, 0.22562], [3.24871, 4.15644, 1.17902], [-3.20463, -2.76672, -6.12908], [2.92500, -3.23058, -0.40689], [-1.28440, -1.25627, -0.12329], [-1.01693, -1.88283, 2.63393], [3.63598, -2.18582, -2.14873], [-3.94149, 6.02870, -0.59098], [2.18291, 1.67860, 1.69675], [1.20337, 1.98163, 0.66533], [4.02526, -7.19273, 2.21762], [2.07940, -5.24621, 1.15492], [-3.78574, 4.76517, -2.44422], [-1.90069, -2.83958, 0.34777], [-3.17778, 4.91435, -4.41231], [3.78593, -5.14190, 3.13104], [-2.97535, 6.43101, -0.89562], [-5.87130, 2.91212, -0.42591], [-2.21510, 5.06720, -6.33719], [4.95957, -5.21852, 3.98379], [0.26369, 3.82958, -6.23085], [-2.18699, 4.85597, 1.60026], [-5.06173, 0.84779, 2.86017], [1.17629, 4.72285, -5.03981], [5.75386, -5.85080, 3.58703], [1.61363, -0.57933, 5.54998], [-3.68305, -0.36378, -4.87690], [4.67393, 2.81657, 2.12269], [-3.21776, -1.48201, -7.70823], [1.76147, -3.55263, 5.71999], [1.82005, -7.27952, 1.47384], [-1.74746, -1.31963, -5.39108], [3.02851, -4.51727, -1.05509], [-5.19557, 0.50167, -0.05772], [-5.05440, 1.94487, 0.31881], [-0.68661, 3.50296, -1.74184], [-2.00249, 6.47010, -5.18112], [3.22839, -7.07854, 3.72893], [-0.28965, -2.63319, -0.35840], [4.10526, 2.49144, 0.02879], [-1.66414, 5.61197, 1.01444], [-1.87431, -2.53094, 2.81545], [3.97820, -5.85965, 0.47834], [-5.17559, 3.05007, 2.76615], [1.23590, -2.62311, 5.50123], [4.17291, -0.47995, 4.56262], [-1.16845, -2.00281, 4.69798], [3.71165, 0.50499, 4.63489], [2.78029, -6.56064, -0.41690], [-6.86482, 1.89132, 2.29221], [-5.55694, 1.94869, 2.17809], [0.23130, -3.56930, 4.22895], [-1.21911, -3.40440, -5.09628], [3.38216, -6.53173, 2.79863], [3.96819, -4.48059, -1.60622], [-0.47687, 2.38867, -2.78659], [3.00785, -5.60375, 0.05285], [0.73147, -2.69599, 4.14368], [1.76941, 2.00799, 3.04823], [1.94369, -2.43431, -2.03901], [1.24532, -5.40345, 0.60749], [0.43915, -2.52540, 6.23861], [5.36921, -4.21008, 4.04164], [-4.08340, 5.48193, -4.62629], [0.27590, 4.75395, -5.65336], [-2.76729, 7.40873, -0.46101], [-1.87748, 5.68329, -0.42333], [2.00799, -6.40279, 2.09363], [2.26560, -1.45284, 5.55510], [-2.79899, 0.43849, -6.10385], [-2.89381, 6.55608, -2.38798], [-3.00379, 5.15801, -2.94851], [2.55617, 0.25451, 1.62106], [-0.87192, 4.81517, -4.83345], [2.82712, -2.26761, -1.42267], [-0.16857, -2.26351, 1.58999], [-1.95761, -2.53728, -5.48070], [0.33025, 5.54675, -6.39943], [4.65865, -5.51910, 4.98739], [1.18745, -6.27862, 2.80030], [-0.05659, -0.71243, 4.04326]], "forces_ev_per_angstrom": [[0.15, -0.25, -0.35], [0.72, -0.27, -0.01], [0.99, -0.12, 1.27], [-0.50, 0.25, -0.46], [0.15, 0.73, 0.58], [0.17, -0.66, -0.65], [2.60, -1.15, 0.31], [-0.54, 0.05, 1.02], [-0.28, -0.28, 0.97], [-1.68, -0.58, -2.60], [0.07, -0.16, 0.85], [0.28, -0.10, 0.40], [-0.76, -0.74, 2.57], [-0.28, 0.43, -0.19], [0.78, 0.73, 2.01], [-0.36, 0.12, 0.34], [-0.75, 0.13, 0.07], [0.15, 0.17, 0.22], [0.26, 0.00, -0.21], [0.39, 0.78, -1.33], [0.24, 0.81, 0.97], [0.14, -0.60, -0.42], [1.03, -0.34, 0.45], [0.09, -0.52, -1.30], [0.11, 0.62, 1.00], [-1.00, 0.24, -0.05], [0.75, -0.82, 0.00], [-0.05, -0.11, 0.30], [-0.83, -3.11, 0.83], [-0.37, 1.36, -0.97], [0.81, 0.77, -0.29], [-0.23, -1.58, -1.13], [-0.23, -0.52, -0.15], [-0.01, -0.10, 0.56], [-0.98, 0.82, 0.82], [1.42, -2.90, -0.05], [0.20, 0.78, 0.73], [-0.16, -0.66, 1.41], [-0.33, 0.32, -0.19], [-0.92, 0.97, -0.57], [-0.05, -0.26, -0.06], [-0.44, -0.10, -0.65], [-0.21, 1.55, -0.94], [-0.21, 0.25, 0.14], [-0.13, -0.33, -0.10], [0.27, 0.68, -0.37], [0.79, -0.64, 0.90], [-0.79, -0.12, -1.02], [0.02, 0.40, -0.06], [0.08, -0.18, -0.07], [-0.04, -0.68, 0.31], [0.09, 6.65, 1.04], [0.38, 0.37, 2.12], [-0.82, 2.64, 1.04], [1.03, -2.93, -2.56], [-1.19, 1.14, 0.91], [0.14, 0.35, -0.59], [0.01, -0.02, 0.34], [-0.23, -0.21, -0.28], [0.48, 0.27, -0.73], [0.56, 1.32, -0.05], [-0.14, -1.10, -0.63], [0.36, 0.87, -0.01], [0.86, 0.89, 0.70], [2.28, 0.56, -0.46], [-0.50, -1.17, -1.47], [-0.12, 0.55, 0.53], [0.25, 0.07, 0.29], [-0.64, -0.36, -0.33], [-1.08, -0.22, -0.15], [0.59, -1.66, -0.90], [0.05, -0.70, -1.00], [-0.94, 0.44, -0.57], [-1.83, 1.48, 0.86], [0.10, -0.55, -0.24], [0.00, -0.26, -0.31], [1.05, 0.37, 0.31], [-1.10, -0.49, 0.93], [0.62, 1.23, -0.31], [-0.38, -0.10, -0.04], [-1.12, 0.95, 0.37], [-0.09, 0.41, 0.41], [-0.17, 0.06, 0.01], [-0.16, 0.11, -0.85], [-0.24, -0.42, -0.55], [-0.85, 0.44, 0.01], [0.89, -2.17, 0.44], [1.27, 0.77, -0.55], [-1.51, -0.40, -0.32], [1.01, -0.23, 0.07], [0.74, -1.37, -1.20], [1.63, -0.34, 0.50], [1.07, 2.17, -0.46], [0.81, -0.35, 0.98], [-0.50, 1.11, -0.56], [-2.33, 0.22, -1.89], [-1.46, -5.78, -0.68], [-0.01, 0.43, 0.23], [0.11, -0.27, 0.12], [0.13, 0.25, -0.02], [0.38, -0.11, 0.67]], "lowdin_charge": [0.122, 0.107, -0.113, 0.079, 0.117, 0.095, -0.051, 0.070, 0.086, -0.051, -0.226, 0.122, -0.615, 0.112, -0.170, 0.123, 0.084, 0.125, -0.234, -0.204, -0.394, 0.090, 0.005, -0.157, 0.081, -0.280, 0.074, 0.139, 0.458, -0.380, 0.104, -0.031, 0.107, 0.078, -0.167, -0.176, -0.222, -0.374, 0.129, -0.103, 0.087, 0.099, 0.083, 0.093, 0.076, 0.104, 0.133, 0.066, 0.120, 0.106, 0.098, 0.122, -0.191, -0.376, 0.492, 1.125, 0.120, 0.103, 0.066, 0.142, -0.041, 0.103, 0.099, 0.140, -0.222, -0.093, 0.109, 0.082, 0.100, 0.131, -0.657, 0.102, 0.155, -0.210, 0.113, -0.244, -0.212, -0.036, -0.346, 0.078, 0.099, 0.103, 0.081, 0.115, -0.084, 0.128, -0.249, -0.193, -0.230, 0.121, -0.165, -0.041, -0.323, -0.222, -0.144, -0.151, -0.616, 0.086, 0.077, 0.110, 0.121]}